C32H55F9O21 | the ωB97M-V functional and the def2-TZVPD basis

Values from the calculation:
Net charge: +1
Total energy, eV: -101518.709
HOMO level (alpha / beta), eV: -12.228 / -12.228
Multiplicity: 2

CARTESIAN COORDINATES (ANGSTROEM)
C -4.533 -2.510 -3.192
C -4.128 -3.533 -4.201
O -4.562 -4.773 -3.662
C -4.338 -5.944 -4.310
O -3.756 -6.032 -5.412
O -4.781 -6.859 -3.552
C -4.972 -8.132 -4.086
H -3.979 -1.590 -3.375
H -4.218 -2.763 -2.180
H -5.614 -2.365 -3.185
H -3.055 -3.634 -4.366
H -4.624 -3.314 -5.146
H -4.096 -8.408 -4.673
H -5.844 -8.170 -4.739
H -5.173 -8.716 -3.188
C -2.131 -2.540 0.578
C -1.631 -1.280 -0.095
O -0.253 -1.058 -0.057
C 0.235 0.105 -0.414
O -0.403 1.136 -0.617
O 1.591 0.049 -0.457
C 2.385 1.257 -0.684
H -3.194 -2.714 0.413
H -1.991 -2.578 1.659
H -1.574 -3.416 0.246
H -2.147 -0.431 0.353
H -1.877 -1.173 -1.151
H 2.241 1.857 0.214
H 2.154 1.762 -1.622
H 3.456 1.083 -0.780
C -1.651 0.067 3.642
C -2.536 0.942 4.545
O -3.331 1.805 3.761
C -4.135 2.705 4.438
O -4.115 2.940 5.637
O -4.855 3.363 3.510
C -5.591 4.508 3.919
H -1.208 0.650 2.834
H -2.086 -0.738 3.050
H -0.871 -0.364 4.270
H -1.884 1.519 5.201
H -3.144 0.282 5.165
H -5.065 5.216 4.560
H -6.468 4.164 4.467
H -5.970 4.983 3.014
C 8.261 -1.223 -3.253
C 8.297 -0.733 -1.770
O 7.384 0.374 -1.721
C 7.292 1.087 -0.566
O 8.022 0.945 0.400
O 6.311 1.950 -0.755
C 6.039 2.854 0.218
H 9.146 -1.849 -3.373
H 8.242 -0.408 -3.976
H 7.477 -1.976 -3.331
H 9.283 -0.370 -1.478
H 7.893 -1.499 -1.109
H 5.576 3.787 -0.103
H 6.926 3.029 0.827
H 5.336 2.471 0.958
C 5.696 6.307 -3.253
C 4.640 6.605 -2.168
O 3.932 5.399 -1.836
C 2.810 5.605 -1.161
O 2.127 6.609 -1.136
O 2.361 4.418 -0.743
C 1.096 4.332 -0.142
H 6.397 7.107 -3.491
H 5.297 6.056 -4.236
H 6.264 5.384 -3.137
H 3.995 7.429 -2.473
H 5.219 6.928 -1.304
H 0.544 3.614 -0.749
H 0.537 5.265 -0.066
H 1.215 3.974 0.881
C -4.098 1.090 -0.868
C -4.596 1.893 0.338
O -4.516 3.373 0.165
C -5.244 4.029 -0.801
O -6.044 3.422 -1.470
C -5.167 5.580 -0.703
F -4.985 6.111 -1.931
F -6.338 5.894 -0.266
F -4.216 6.009 0.116
H -3.022 1.057 -1.041
H -4.529 1.379 -1.827
H -4.333 0.038 -1.029
H -4.042 1.626 1.238
H -5.636 1.672 0.579
C -1.828 -7.510 0.704
C -1.581 -6.017 0.570
O -1.433 -5.563 -0.735
C -0.157 -5.579 -1.199
O 0.823 -6.071 -0.673
C 0.003 -4.644 -2.430
F -1.019 -4.723 -3.280
F 0.157 -3.309 -2.055
F 1.030 -5.008 -3.147
H -0.956 -8.152 0.572
H -2.460 -7.836 -0.122
H -2.362 -7.710 1.633
H -0.707 -5.809 1.188
H -2.421 -5.505 1.040
C 4.032 0.234 2.503
C 2.849 -0.671 2.842
O 2.127 -0.094 3.946
C 2.591 -0.306 5.256
O 3.621 -0.957 5.505
C 1.750 0.387 6.387
F 2.604 1.182 7.041
F 0.694 0.997 5.875
F 1.221 -0.505 7.338
H 4.735 0.386 3.321
H 3.639 1.225 2.278
H 4.650 -0.111 1.674
H 3.162 -1.671 3.141
H 2.110 -0.667 2.040

Cartesian forces (eV/Å) of the 2 atoms listed first:
C 0.534 0.671 0.697
C 0.315 -0.688 -0.353